(1)
DFT (ωB97M-V with the def2-TZVPD basis set) results for C16H17N3O6SSn as an isolated structure.

The geometry in XYZ format:
```
44
C16H17N3O6SSn | OMol25 | ωB97M-V with the def2-TZVPD basis set
Sn 7.52 10.83 6.21
S 11.50 16.82 4.92
O 8.10 12.38 5.01
O 11.67 16.54 6.31
O 9.71 11.54 3.74
O 7.93 9.01 4.86
O 12.30 17.73 4.18
O 9.50 10.11 6.56
N 11.66 15.40 4.13
N 9.13 8.60 4.85
N 9.87 9.08 5.76
C 11.05 14.20 4.62
C 11.79 7.45 5.51
C 7.40 18.72 4.81
C 9.62 18.51 3.95
C 11.28 8.71 5.80
C 7.61 17.56 5.57
C 6.17 19.51 5.01
C 12.11 9.76 6.16
C 9.15 12.50 4.30
C 13.49 9.53 6.21
C 9.67 13.88 4.03
C 13.15 7.25 5.58
C 8.86 16.95 5.56
C 14.00 8.28 5.93
C 9.86 17.41 4.76
C 8.41 19.17 3.99
H 13.50 6.32 5.19
H 9.68 13.88 2.94
H 6.91 17.13 6.26
H 15.05 8.06 5.88
H 6.24 20.46 4.56
H 5.96 19.53 6.05
H 5.29 19.02 4.58
H 11.71 13.32 4.37
H 9.06 16.15 6.30
H 8.34 20.10 3.48
H 11.12 6.67 5.21
H 14.14 10.39 6.33
H 11.61 15.53 3.16
H 10.44 18.93 3.35
H 11.73 10.76 6.34
H 11.01 14.29 5.70
H 8.90 14.66 4.28
```

Summary:
LUMO in eV: -0.2
Total charge: 0
Energy above the lowest of the compared OMol25 structures with the same formula, charge and spin in kJ/mol: 34.9
HOMO in eV: -9.305
Energy in Ha: -1848.02590
Kohn-Sham gap in eV: 9.07

(2)
DFT (ωB97M-V with the def2-TZVPD basis set) results for C2H20BeO8 as an isolated structure.

The geometry in XYZ format:
```
31
C2H20BeO8 | OMol25 | ωB97M-V with the def2-TZVPD basis set
O -24.46 4.97 1.45
O -23.36 9.89 1.94
O -26.57 9.28 1.96
O -25.24 8.64 4.44
O -24.42 7.61 -0.44
O -25.86 5.90 4.22
O -22.72 7.12 3.61
O -27.12 6.23 1.35
C -28.34 6.93 1.05
C -22.07 10.18 1.61
Be -24.93 7.38 2.31
H -22.48 6.20 3.73
H -21.79 9.93 0.58
H -24.30 6.98 -1.15
H -21.97 7.60 3.96
H -28.84 7.54 1.80
H -23.96 4.19 1.21
H -29.07 6.17 0.78
H -23.63 10.73 2.32
H -21.86 11.25 1.62
H -27.36 5.34 1.60
H -25.09 8.30 5.32
H -28.34 7.67 0.25
H -25.48 5.89 5.10
H -24.39 8.46 -0.88
H -27.46 9.38 2.30
H -26.76 5.60 4.35
H -25.20 4.64 1.95
H -26.32 10.15 1.66
H -21.35 9.68 2.26
H -25.54 9.54 4.58
```

Summary:
LUMO in eV: -9.1
Total charge: +2
Energy above the lowest of the compared OMol25 structures with the same formula, charge and spin in kJ/mol: 222.2
HOMO in eV: -16.850
Energy in Ha: -704.17815
Kohn-Sham gap in eV: 7.73

(3)
DFT (ωB97M-V with the def2-TZVPD basis set) results for one molecule with the formula C6H10O.

The geometry in XYZ format:
```
17
C6H10O | OMol25 | ωB97M-V with the def2-TZVPD basis set
O 2.41 -1.00 -0.04
C -0.13 1.64 0.12
C -0.02 -1.26 0.13
C -1.37 -0.50 0.16
C 1.17 -0.38 -0.31
C -1.28 0.89 -0.49
C 1.04 1.01 0.25
H -1.13 0.77 -1.57
H -0.26 2.67 0.46
H -2.22 1.43 -0.37
H 0.20 -1.65 1.13
H 2.43 -1.21 0.90
H -0.07 -2.13 -0.54
H 1.15 -0.30 -1.41
H -1.68 -0.36 1.20
H -2.16 -1.10 -0.32
H 1.92 1.48 0.69
```

Summary:
LUMO in eV: 1.1
Total charge: 0
SMILES string: O[C@@H]1C=CCCC1
Energy above the lowest of the compared OMol25 structures with the same formula, charge and spin in kJ/mol: 23.4
HOMO in eV: -9.400
Energy in Ha: -309.83346
Kohn-Sham gap in eV: 10.46

(4)
DFT (ωB97M-V with the def2-TZVPD basis set) results for C3H4F2O as an isolated structure.

The geometry in XYZ format:
```
10
C3H4F2O | OMol25 | ωB97M-V with the def2-TZVPD basis set
F 1.14 1.13 0.05
F 1.31 -1.05 -0.09
O -1.70 -0.06 0.06
C 0.42 -0.02 -0.04
C -0.76 0.05 -1.01
C -0.57 -0.08 1.02
H -0.74 1.05 -1.45
H -0.77 0.84 1.51
H -0.64 -1.03 1.59
H -0.90 -0.80 -1.62
```

Summary:
LUMO in eV: 1.0
Total charge: 0
Energy above the lowest of the compared OMol25 structures with the same formula, charge and spin in kJ/mol: 123.0
HOMO in eV: -10.429
Energy in Ha: -391.62593
Kohn-Sham gap in eV: 11.44

(5)
DFT (ωB97M-V with the def2-TZVPD basis set) results for C35H41CrN2O5PS2Te as an isolated structure.

The geometry in XYZ format:
```
88
C35H41CrN2O5PS2Te | OMol25 | ωB97M-V with the def2-TZVPD basis set
Te -0.60 -1.15 0.08
Cr -1.36 1.99 0.08
S -1.11 3.77 -1.49
S 0.72 0.83 0.16
P 0.90 3.53 -1.96
O 1.61 3.97 -0.52
O -1.85 0.72 1.70
O -3.38 1.92 -0.23
O 1.25 4.94 -2.78
O -2.03 0.64 3.94
N -1.90 0.51 -1.15
N -1.00 3.22 1.78
C -0.67 4.61 4.13
C -0.35 5.20 2.92
C 0.65 -0.23 -3.08
C 0.40 -2.25 -1.47
C -3.95 -1.55 -1.33
C 1.98 -1.93 1.83
C 3.92 4.72 -0.70
C 0.87 -1.66 -2.66
C 1.79 -3.82 -3.33
C 1.22 4.87 -4.20
C 2.91 -1.52 0.70
C -1.68 -2.59 2.84
C 0.49 -2.80 4.00
C -5.97 -2.44 -0.36
C -6.17 -1.23 0.31
C 2.54 -3.07 5.43
C -0.15 4.56 -4.78
C -3.11 0.73 -0.74
C -1.14 3.31 4.15
C 2.59 -2.29 3.03
C -0.09 -4.37 -0.09
C -0.17 -2.45 2.82
C 0.59 -1.99 1.73
C 2.59 -4.65 -4.31
C 1.86 -2.71 4.13
C 2.98 3.58 -0.37
C -1.29 2.65 2.95
C -5.26 -0.19 0.16
C -1.77 1.20 2.89
C 0.52 -3.63 -1.27
C 1.58 -2.47 -3.55
C 1.23 -4.39 -2.20
C -4.15 -0.34 -0.66
C -0.54 4.47 1.75
C -4.86 -2.59 -1.18
H -0.54 5.16 5.05
H 1.95 -2.01 -4.46
H -0.09 4.60 -5.87
H -4.69 -3.52 -1.71
H 0.02 6.21 2.85
H -7.03 -1.11 0.96
H -1.95 -3.51 3.36
H 2.30 -4.09 5.73
H 3.34 -0.53 0.89
H 3.18 2.71 -0.99
H 1.33 -5.46 -2.03
H -0.50 3.57 -4.49
H 1.49 0.41 -2.81
H -5.39 0.75 0.68
H 3.68 -2.24 3.10
H 0.54 -0.20 -4.17
H -1.39 2.78 5.06
H 3.72 5.10 -1.71
H 3.73 -2.24 0.64
H 2.46 -5.71 -4.13
H 2.43 -1.48 -0.27
H -6.67 -3.25 -0.23
H 1.95 4.13 -4.55
H -1.09 -4.01 0.16
H -2.15 -2.63 1.86
H -0.23 0.23 -2.64
H 3.66 -4.43 -4.22
H -3.09 -1.65 -1.97
H 3.62 -2.98 5.36
H 0.51 -4.27 0.81
H -0.31 4.86 0.77
H 4.95 4.38 -0.64
H -0.90 5.28 -4.43
H 2.20 -2.41 6.24
H 2.31 -4.43 -5.34
H 1.55 5.85 -4.54
H -2.12 -1.74 3.36
H -0.11 -3.14 4.84
H 3.10 3.27 0.67
H -0.19 -5.43 -0.33
H 3.78 5.55 0.00
```

Summary:
LUMO (spin up / spin down) in eV: 2.3 / 2.3
Total charge: -1
Energy above the lowest of the compared OMol25 structures with the same formula, charge and spin in kJ/mol: 39.4
2S+1: 4
HOMO (spin up / spin down) in eV: -4.737 / -4.713
Energy in Ha: -4294.46621
Kohn-Sham gap (spin up / spin down) in eV: 7.08 / 7.05

(6)
DFT (ωB97M-V with the def2-TZVPD basis set) results for one molecule with the formula C5H12N2.

The geometry in XYZ format:
```
19
C5H12N2 | OMol25 | ωB97M-V with the def2-TZVPD basis set
N 1.25 1.44 1.96
N -1.49 0.06 -1.49
C -2.83 -0.46 -1.71
C 1.41 -0.73 0.74
C -0.82 -0.28 -0.35
C 2.04 0.67 1.01
C 0.47 -0.74 -0.39
H -1.00 0.24 -2.34
H 1.67 2.28 2.35
H 2.12 1.27 0.10
H 3.11 0.57 1.27
H -1.38 -0.20 0.58
H 0.72 -0.98 -1.42
H -2.81 -1.38 -2.29
H 1.03 0.85 2.77
H 1.00 -0.98 1.72
H -3.38 -0.51 -0.77
H -3.40 0.23 -2.36
H 2.29 -1.37 0.61
```

Summary:
LUMO in eV: 1.2
Total charge: 0
SMILES string: CN/C=C/CCN
Energy above the lowest of the compared OMol25 structures with the same formula, charge and spin in kJ/mol: 165.4
HOMO in eV: -7.534
Energy in Ha: -307.16634
Kohn-Sham gap in eV: 8.77

(7)
DFT (ωB97M-V with the def2-TZVPD basis set) results for C49H51BrCdF4IN2O2P2Si2Te as an isolated structure.

The geometry in XYZ format:
```
116
C49H51BrCdF4IN2O2P2Si2Te | OMol25 | ωB97M-V with the def2-TZVPD basis set
I -1.75 -5.96 -2.53
Te -1.92 1.68 1.13
Cd 0.34 0.07 0.57
Br 1.86 1.28 3.65
P 0.07 0.40 -2.34
P 1.92 -1.67 1.62
Si -1.03 5.33 2.13
Si -4.38 0.11 3.40
F 3.24 -3.87 3.35
F 2.98 -1.78 7.47
F 1.79 0.48 6.32
F 3.70 -3.76 6.07
O -8.01 2.73 -1.58
O -6.60 1.87 -0.12
N 0.23 -3.97 -2.71
N -6.98 2.74 -0.89
C -0.20 -4.94 2.46
C 1.27 -0.56 -3.36
C 2.58 -0.13 -3.58
C -0.64 3.53 1.85
C 0.86 2.04 -2.65
C -2.54 0.65 3.04
C 4.18 -0.25 1.16
C -4.02 1.35 -4.20
C -3.90 1.07 -2.85
C 1.32 3.65 -4.36
C -1.66 0.88 -4.48
C 3.39 -0.66 -4.65
C 1.62 -2.32 -5.22
C 5.54 -0.03 0.83
C 5.78 -2.36 0.22
C -2.69 0.58 -2.33
C 1.19 -3.09 -3.22
C 2.81 -1.49 -5.57
C 2.64 -1.77 6.15
C 1.08 -5.45 0.42
C -4.35 -1.12 4.86
C -0.39 5.67 3.92
C -0.06 6.51 1.05
C -1.55 0.62 -3.13
C 1.16 -3.20 1.34
C 2.14 -0.58 5.61
C 1.14 2.98 -1.68
C 2.96 -2.89 5.44
C 1.49 -4.10 0.33
C -5.29 -0.74 1.93
C -5.29 1.80 3.81
C -2.87 1.28 -5.04
C 0.26 -5.83 1.48
C -0.08 -5.04 -3.34
C 2.19 -1.74 3.48
C 1.08 2.34 -3.99
C 2.01 -0.55 4.22
C 1.43 4.30 -2.03
C 0.61 -5.65 -4.52
C 2.70 -2.85 4.08
C 2.03 -3.65 -4.45
C 1.52 4.63 -3.41
C 6.34 -1.11 0.39
C 1.74 -5.05 -4.91
C 0.19 -3.59 2.31
C 0.79 -1.81 -3.96
C 4.48 -2.59 0.59
C 3.68 -1.55 1.02
C -2.88 5.60 2.05
H -5.10 -1.89 4.58
H -3.39 4.78 2.61
H -5.00 1.77 -4.58
H 2.90 0.75 -3.04
H 0.95 -2.45 -6.09
H -1.80 -0.13 3.11
H -4.71 -1.43 1.34
H 7.37 -1.01 0.14
H -3.34 5.56 1.01
H -6.26 1.82 4.26
H 5.87 0.99 0.91
H 3.98 -3.59 0.58
H -0.06 -2.85 3.09
H 3.48 0.51 1.52
H 3.30 -1.54 -6.56
H -0.32 6.79 3.98
H -3.36 -1.47 5.06
H 2.46 -5.47 -5.66
H -6.16 -1.22 2.35
H -0.06 -6.91 1.49
H -4.72 -0.49 5.69
H -0.42 7.55 1.12
H -0.32 -1.72 -4.18
H 1.45 5.02 -1.23
H -5.35 2.49 2.96
H 3.11 -3.60 -4.32
H 1.67 5.69 -3.69
H 6.40 -3.26 -0.05
H 1.02 6.50 1.35
H 1.36 3.88 -5.44
H -0.72 -5.23 3.40
H -2.95 1.54 -6.12
H 0.26 3.39 1.14
H -1.03 5.27 4.73
H -5.69 0.02 1.24
H -2.33 1.41 3.85
H 2.07 -3.79 -0.55
H -0.23 2.96 2.74
H 0.66 5.32 4.01
H 1.09 1.50 -4.72
H -0.81 0.67 -5.13
H -4.74 2.33 4.58
H -0.10 6.19 0.00
H 0.20 -6.60 -4.95
H 1.28 -6.12 -0.40
H 1.18 2.69 -0.62
H -4.82 1.15 -2.23
H 4.42 -0.38 -4.78
H -2.62 0.38 -1.30
H -3.17 6.59 2.57
H 1.88 -2.83 -2.42
```

Summary:
LUMO (spin up / spin down) in eV: -2.7 / -4.4
Total charge: +1
Energy above the lowest of the compared OMol25 structures with the same formula, charge and spin in kJ/mol: 589.6
HOMO (spin up / spin down) in eV: -10.010 / -7.379
Energy in Ha: -7125.82204
Kohn-Sham gap (spin up / spin down) in eV: 7.27 / 3.01

(8)
DFT (ωB97M-V with the def2-TZVPD basis set) results for a 3-piece molecular cluster, C42H40BBrClIN3O6S overall.

The geometry in XYZ format:
```
96
C42H40BBrClIN3O6S | OMol25 | ωB97M-V with the def2-TZVPD basis set
I 3.89 -6.35 1.17
Br 0.87 -2.15 -1.26
Cl -0.48 1.10 -0.61
S -3.87 -0.95 0.95
O 1.08 6.19 1.56
O -0.59 -5.73 -4.84
O 0.95 -6.81 1.16
O -1.91 10.50 2.64
O 1.47 -3.70 4.05
O 1.92 -3.12 -8.78
N 0.99 -1.36 4.55
N -1.26 -1.72 0.53
N -0.27 -2.58 2.62
C 1.79 -6.04 0.79
C -0.43 8.87 3.46
C -2.05 -0.37 4.11
C -2.07 8.89 -1.22
C 0.19 -0.13 1.78
C -0.54 -1.56 -4.73
C 1.11 -2.17 0.68
C 0.16 -0.88 -5.73
C -1.25 9.51 2.40
C -1.64 -2.86 3.28
C -2.33 -1.86 4.23
C 1.02 -7.97 -7.98
C -0.46 7.78 0.76
C -2.06 9.44 0.05
C 0.31 8.81 5.75
C -0.60 -2.94 -4.75
C 0.02 -3.65 -5.77
C -0.18 -1.59 1.47
C 0.69 -2.97 -6.78
C 1.64 -7.29 -9.02
C -1.26 7.79 -1.51
C 1.07 7.13 4.20
C -1.26 8.89 1.04
C 1.24 -3.71 1.09
C 0.73 0.74 0.65
C 1.74 -5.91 -8.99
C -0.05 -5.14 -5.75
C 0.77 -1.58 -6.75
C -2.37 -1.21 0.72
C 1.05 7.66 5.48
C -0.03 -3.88 1.89
C 1.20 -5.20 -7.93
C 1.43 -4.76 0.03
C 0.56 -5.88 -6.89
C 0.38 7.15 1.81
C 1.08 2.11 1.30
C 1.33 -3.71 -7.91
C -2.15 -2.29 5.69
C -0.43 9.41 4.74
C 0.48 -7.27 -6.91
C 0.34 7.73 3.19
C -0.46 7.24 -0.52
B 0.79 -2.56 3.75
H -0.05 -4.76 2.51
H -1.26 7.37 -2.50
H -2.48 0.10 3.24
H -2.92 -1.79 6.27
H -1.20 -1.98 6.10
H -2.31 -3.35 5.81
H 1.35 2.00 2.34
H 1.99 -1.16 4.50
H 1.30 -1.06 -7.53
H -0.78 -4.10 1.14
H 0.21 0.20 -5.71
H 2.22 -5.38 -9.80
H 0.53 -5.02 -0.52
H 2.25 -4.54 -0.64
H 0.84 -1.56 5.53
H -1.52 -3.79 3.82
H -2.68 10.30 0.28
H -1.03 -1.00 -3.94
H 0.92 -0.06 2.57
H -2.31 -3.10 2.46
H 0.16 6.39 -0.74
H 2.15 -3.74 1.68
H 2.39 -3.67 3.78
H 0.00 -7.79 -6.10
H -1.00 -0.10 4.15
H 0.30 9.23 6.74
H -2.52 0.12 4.96
H 1.66 0.39 0.22
H 1.88 2.58 0.74
H 1.61 7.19 6.27
H -1.01 10.30 4.94
H 1.65 6.24 3.99
H 0.22 2.75 1.21
H 2.04 -1.69 0.92
H 2.06 -7.84 -9.86
H -2.70 9.31 -1.99
H -1.14 -3.47 -3.97
H 0.96 -9.05 -8.00
H -3.39 -1.98 4.05
H -0.67 0.43 2.15
```

Summary:
LUMO in eV: -3.3
Total charge: +1
HOMO in eV: -11.191
Energy in Ha: -5994.96119
Kohn-Sham gap in eV: 7.90

(9)
DFT (ωB97M-V with the def2-TZVPD basis set) results for one molecule with the formula C4H7NO.

The geometry in XYZ format:
```
13
C4H7NO | OMol25 | ωB97M-V with the def2-TZVPD basis set
O 0.22 -0.70 0.37
N 0.62 -0.81 2.53
C -0.70 1.20 -0.84
C 1.09 -0.33 -1.61
C -0.20 -0.49 1.62
C -0.31 -0.20 -0.84
H -1.50 1.54 -1.51
H -0.43 1.92 -0.07
H -1.07 -0.85 -1.29
H 0.19 -0.72 3.44
H -1.22 -0.12 1.72
H 1.96 -0.48 -0.95
H 1.36 0.04 -2.59
```

Summary:
LUMO (spin up / spin down) in eV: 0.2 / -0.2
Total charge: 0
Energy above the lowest of the compared OMol25 structures with the same formula, charge and spin in kJ/mol: 535.8
HOMO (spin up / spin down) in eV: -8.703 / -8.722
Energy in Ha: -286.42756
Kohn-Sham gap (spin up / spin down) in eV: 8.87 / 8.48

(10)
DFT (ωB97M-V with the def2-TZVPD basis set) results for C20H12BrN5PtS as an isolated structure.

The geometry in XYZ format:
```
40
C20H12BrN5PtS | OMol25 | ωB97M-V with the def2-TZVPD basis set
Pt 0.04 0.41 0.92
Br 2.57 -1.67 0.99
S -3.26 -1.21 -2.06
N -1.40 -1.07 -0.31
N 2.92 0.84 6.56
N 2.30 0.97 0.27
N 0.32 0.17 2.91
N 0.84 0.70 5.23
C 4.79 1.24 -0.91
C 4.41 0.03 -0.34
C -1.68 -2.42 -0.45
C -1.07 -3.46 0.24
C -2.68 -2.70 -1.39
C 0.62 0.46 4.02
C -2.47 -5.03 -0.97
C -0.94 3.09 -0.21
C -2.02 1.14 -1.08
C -1.77 3.89 -0.99
C 2.67 2.13 -0.29
C -1.04 1.70 -0.24
C -1.48 -4.76 -0.02
C -3.09 -4.00 -1.66
C 1.98 0.76 5.90
C 3.91 2.30 -0.88
C -2.85 1.94 -1.86
C -2.73 3.32 -1.82
C -2.14 -0.33 -1.07
C 3.15 -0.04 0.23
H -0.21 3.56 0.44
H 5.77 1.34 -1.37
H 4.16 3.26 -1.32
H -1.02 -5.58 0.52
H -3.61 1.49 -2.50
H -3.38 3.95 -2.42
H 5.07 -0.83 -0.34
H -3.86 -4.20 -2.38
H 1.95 2.93 -0.24
H -2.77 -6.05 -1.16
H -0.31 -3.24 0.98
H -1.68 4.97 -0.94
```

Summary:
LUMO (spin up / spin down) in eV: -0.3 / -1.6
Total charge: 0
Energy above the lowest of the compared OMol25 structures with the same formula, charge and spin in kJ/mol: 55.2
2S+1: 3
HOMO (spin up / spin down) in eV: -7.741 / -8.414
Energy in Ha: -4134.56723
Kohn-Sham gap (spin up / spin down) in eV: 7.44 / 6.81

(11)
DFT (ωB97M-V with the def2-TZVPD basis set) results for C2H2I2OS as an isolated structure.

The geometry in XYZ format:
```
8
C2H2I2OS | OMol25 | ωB97M-V with the def2-TZVPD basis set
I 2.55 -0.73 0.44
I 0.59 2.31 0.30
S -1.00 -0.64 1.45
O 0.27 -1.33 -1.51
C 0.73 0.27 0.05
C -0.15 -0.39 -0.87
H -1.86 0.41 1.18
H -1.13 0.11 -1.05
```

Summary:
LUMO (spin up / spin down) in eV: -1.6 / -1.6
Total charge: 0
Energy above the lowest of the compared OMol25 structures with the same formula, charge and spin in kJ/mol: 128.5
HOMO (spin up / spin down) in eV: -9.570 / -9.569
Energy in Ha: -1146.12887
Kohn-Sham gap (spin up / spin down) in eV: 7.95 / 7.95

energy of number 3 (C6H10O)?
-309.83346 Ha